1.
{
  "formula": "C3H8O3",
  "method": "ωB97M-V/def2-TZVPD",
  "de_lowest_kcal_mol": 335.4,
  "multiplicity": 1,
  "homo_ev": -8.63,
  "orbital_gap_ev": 3.958,
  "largest_force_ev_per_a": 6.7,
  "species": ["O", "C", "O", "C", "C", "H", "H", "H", "H", "H", "H", "H", "H", "O"],
  "xyz": [[-1.2237, -2.2229, -0.7626], [-0.7333, 0.4582, -0.0993], [-1.8254, 1.0900, 0.4726], [0.4788, -0.6737, 0.4345], [0.5028, 0.7184, 0.8619], [-0.5547, 0.6080, -1.1713], [1.5018, -0.9669, 0.2020], [-1.7032, -0.1574, 0.4158], [-0.1719, -1.4272, 0.8857], [1.4819, 1.1038, 0.4892], [0.0472, 1.1305, 1.7664], [3.0945, 0.8792, -1.4102], [-1.5719, -2.5772, -1.5940], [2.6550, 0.9047, -0.5522]],
  "forces_ev_per_a": [[0.3, 1.1, 0.9], [2.6, 5.4, -2.8], [0.6, -4.6, -0.7], [0.8, -0.6, 4.7], [-0.4, -1.4, 0.4], [-0.7, -0.4, 0.3], [-0.5, -0.2, -2.0], [-2.6, 0.9, 0.7], [0.3, -0.1, -0.2], [-0.6, 0.5, -1.0], [-0.1, -0.6, -0.1], [-0.4, -0.2, 0.0], [0.0, 0.4, -0.1], [0.6, -0.1, 0.2]]
}

---

2.
{
  "formula": "C31H64B2FNO15S6Sr",
  "method": "ωB97M-V/def2-TZVPD",
  "multiplicity": 1,
  "homo_ev": -5.73,
  "orbital_gap_ev": 1.247,
  "largest_force_ev_per_a": 3.8,
  "species": ["Sr", "B", "H", "H", "H", "H", "O", "C", "O", "B", "O", "C", "O", "O", "C", "O", "C", "O", "O", "F", "C", "C", "C", "C", "C", "C", "H", "H", "H", "H", "H", "C", "C", "C", "C", "C", "C", "N", "O", "C", "C", "C", "H", "H", "H", "H", "H", "H", "H", "H", "H", "H", "H", "H", "H", "H", "H", "H", "H", "H", "H", "C", "S", "O", "C", "H", "H", "H", "H", "H", "H", "C", "S", "O", "C", "H", "H", "H", "H", "H", "H", "C", "S", "O", "C", "H", "H", "H", "H", "H", "H", "C", "S", "O", "C", "H", "H", "H", "H", "H", "H", "C", "S", "O", "C", "H", "H", "H", "H", "H", "H", "C", "S", "O", "C", "H", "H", "H", "H", "H", "H"],
  "xyz": [[-15.3577, 14.2290, -2.1126], [-17.5261, 14.6403, -3.2346], [-23.4651, 2.4982, -4.1888], [-17.2705, 7.9298, -1.9786], [-21.8615, 8.7414, -0.4070], [-20.1429, 5.8254, -0.7438], [-13.7098, 17.4932, 1.9080], [-14.6636, 17.7400, 1.1969], [-15.3884, 18.8354, 1.2226], [-16.5697, 18.6513, 0.3396], [-16.1476, 17.5240, -0.4930], [-15.1995, 16.8958, 0.0694], [-14.6346, 15.9429, -0.4367], [-16.9938, 19.8202, -0.3607], [-18.2690, 20.0882, -0.0306], [-19.0370, 20.8735, -0.5056], [-18.6523, 19.1207, 1.1074], [-17.6819, 18.2167, 1.1435], [-19.7034, 19.1272, 1.6962], [-23.1049, 16.0280, -0.5350], [-21.8759, 16.4319, -0.9115], [-20.8590, 16.0531, -0.0602], [-19.5145, 16.3022, -0.3305], [-19.2140, 16.8894, -1.5580], [-20.2613, 17.3417, -2.3800], [-21.6218, 17.0870, -2.1386], [-21.1935, 15.4958, 0.8513], [-18.7776, 16.1101, 0.4417], [-18.2187, 17.1013, -1.9004], [-20.0302, 17.8149, -3.3215], [-22.4109, 17.4296, -2.8368], [-20.9300, 11.5643, 3.5197], [-21.2270, 12.9866, 2.9457], [-22.5222, 13.5753, 3.5672], [-22.2863, 14.1773, 4.9864], [-21.1995, 15.3027, 4.8055], [-19.8814, 14.6313, 4.3911], [-20.0968, 13.9983, 3.0661], [-18.8954, 13.3385, 2.5308], [-18.8753, 15.7464, 4.0675], [-19.1253, 13.8733, 5.4653], [-21.4471, 12.9122, 1.4217], [-21.0547, 11.5220, 4.6353], [-19.9097, 11.2834, 3.3402], [-21.5798, 10.7968, 3.0375], [-22.8217, 14.4661, 2.9828], [-23.3485, 12.8227, 3.6329], [-21.7724, 13.4283, 5.5875], [-23.2290, 14.5136, 5.3755], [-20.9540, 15.7522, 5.7970], [-21.4909, 16.1430, 4.2269], [-19.1302, 16.3591, 3.1568], [-18.6773, 16.4328, 4.8691], [-17.9182, 15.1652, 3.9212], [-19.5692, 12.8748, 5.7193], [-18.1553, 13.5457, 5.1236], [-18.9397, 14.5099, 6.3045], [-22.0995, 13.7204, 1.1496], [-21.8775, 11.9239, 1.2414], [-20.4566, 12.9731, 0.9269], [-18.5755, 14.0231, 2.0261], [-22.0318, 13.0295, -1.9256], [-20.3930, 12.9116, -2.6862], [-20.4687, 11.5499, -3.3925], [-20.6531, 14.0889, -4.0038], [-22.2117, 13.8675, -1.2770], [-22.0411, 12.1278, -1.3214], [-22.8578, 12.8439, -2.6780], [-19.9910, 13.8370, -4.8843], [-20.3345, 15.0807, -3.7484], [-21.7095, 13.9270, -4.2912], [-15.2028, 17.5029, -6.0453], [-13.3965, 17.6076, -5.5304], [-12.5544, 17.1233, -6.6124], [-12.9370, 19.4155, -5.4623], [-15.2186, 16.4211, -6.1348], [-15.4502, 17.9152, -7.0325], [-15.8037, 17.7128, -5.1824], [-13.6178, 20.0470, -4.9225], [-12.8116, 19.9129, -6.4541], [-11.9633, 19.3926, -5.0000], [-17.7791, 10.0430, -3.9736], [-17.4150, 11.8519, -3.9638], [-15.9127, 11.9452, -3.6046], [-17.4172, 12.2080, -5.7043], [-17.8940, 9.6404, -2.9650], [-17.0616, 9.4652, -4.5201], [-18.7053, 9.9272, -4.5160], [-18.4474, 12.1159, -6.0793], [-16.7746, 11.4735, -6.2354], [-16.9537, 13.1742, -5.6993], [-11.2393, 13.9743, 0.3605], [-12.6888, 12.9042, 0.0586], [-13.0677, 13.2052, -1.3715], [-11.6518, 11.3972, 0.0195], [-10.4992, 13.7892, -0.4533], [-10.6917, 13.6306, 1.2498], [-11.5794, 14.9782, 0.5050], [-11.1228, 11.3625, 1.0406], [-10.8531, 11.4642, -0.7275], [-12.3991, 10.5788, -0.3017], [-12.4946, 12.1017, -4.1108], [-12.9288, 13.6599, -4.9713], [-13.7330, 14.4888, -4.0085], [-11.3223, 14.4987, -5.0614], [-12.1395, 12.2642, -3.0673], [-11.7968, 11.5238, -4.7604], [-13.4569, 11.5852, -4.0465], [-10.5515, 13.8632, -5.3967], [-11.2283, 14.7789, -4.0005], [-11.3146, 15.3157, -5.7794], [-16.4369, 11.4453, 1.8015], [-16.5114, 11.2423, 0.0327], [-16.2355, 12.6740, -0.4581], [-18.2762, 11.1891, -0.1577], [-17.1563, 12.2080, 2.1482], [-15.3902, 11.6959, 1.8924], [-16.7857, 10.4901, 2.2442], [-18.7152, 12.0901, 0.3199], [-18.7325, 10.2629, 0.2430], [-18.2540, 11.2199, -1.2893]],
  "forces_ev_per_a": [[2.7, -1.3, 1.0], [-2.3, 0.2, -1.0], [0.0, 0.0, 0.0], [-0.2, -0.1, 0.2], [0.4, -0.7, -0.1], [-0.2, 0.9, 0.0], [-1.1, -0.1, -1.1], [1.4, 0.5, 2.1], [0.1, 0.1, 0.0], [0.3, 0.5, 1.0], [-1.5, -0.2, -1.4], [1.9, -0.3, -1.1], [-0.1, -0.7, 0.4], [-0.2, 0.5, -0.7], [-0.8, 0.4, 0.4], [1.0, -0.2, -0.1], [-1.3, -0.1, -0.4], [-0.8, -0.3, 1.2], [1.2, -0.2, -0.2], [-0.3, 0.4, -0.4], [0.6, 0.1, -1.1], [-0.2, -0.7, 1.3], [-0.7, 0.1, -0.4], [-0.9, 0.6, -0.2], [-0.5, -0.7, -0.3], [0.1, 0.0, 1.1], [0.7, 0.8, -0.7], [0.1, -0.2, -0.3], [0.4, 0.1, 0.3], [0.2, 0.2, -0.1], [0.6, -0.4, 0.7], [-0.6, 0.4, 0.7], [0.2, 0.1, -0.3], [0.2, 0.7, 1.0], [1.7, 0.3, -1.8], [-0.1, -1.9, 2.6], [1.2, 1.8, -1.3], [-1.2, -1.3, 0.4], [-1.9, -1.7, 2.7], [1.1, -0.2, -1.5], [-1.0, -2.6, -0.2], [0.9, -1.1, 0.8], [-0.1, 0.0, -1.0], [0.6, -0.1, -0.3], [0.3, 0.6, 0.5], [-0.2, -0.7, -0.2], [0.8, 0.5, -0.5], [-0.6, -0.1, 0.5], [-0.2, 0.1, 0.5], [-0.3, -0.3, -0.4], [-0.3, 0.4, -1.2], [0.2, -0.7, 0.8], [-0.2, 0.3, 0.6], [-0.6, 1.1, -0.3], [-0.1, 1.1, 0.4], [0.4, 0.2, -0.5], [-0.2, 0.2, 0.7], [-0.3, 0.1, -0.5], [-0.2, 0.3, -0.6], [-0.9, 0.0, 0.0], [1.4, 2.5, -2.0], [-0.7, -1.2, -0.7], [-0.7, -1.4, -0.9], [0.5, 1.4, 0.8], [0.1, -0.8, -1.7], [0.1, 0.5, 0.0], [0.0, -0.1, 0.3], [1.1, 0.6, 0.5], [-0.7, -0.2, 1.1], [-0.5, 0.6, 0.5], [0.6, 0.7, -0.1], [1.9, -0.6, -0.4], [-1.3, 2.1, 1.3], [0.8, -1.1, -1.6], [-0.4, -0.1, -1.2], [-0.2, -0.3, -0.2], [0.0, 0.3, 0.6], [-0.5, 0.7, 0.2], [-0.4, 0.0, 0.7], [-0.2, -1.0, 0.4], [0.2, 0.0, 0.3], [-0.7, 0.8, -0.1], [1.4, -1.5, 0.5], [-0.9, 0.7, 0.1], [-0.1, -1.5, -0.3], [0.1, 0.2, 0.0], [1.0, 0.1, -0.2], [-0.6, 0.1, 0.1], [0.4, 0.5, 0.0], [-0.3, 0.4, 0.4], [-0.2, 0.7, -0.6], [0.7, -1.2, 0.0], [1.7, 0.2, -0.2], [-0.3, -0.1, 0.4], [-0.8, -0.6, 0.4], [-0.9, 0.6, 0.2], [-0.6, 0.1, 0.1], [0.0, 0.6, -0.2], [-1.3, -0.6, -1.4], [-0.3, 0.2, -0.1], [1.5, 0.9, 1.1], [0.3, 0.2, 0.0], [0.4, -0.7, -0.8], [-0.3, 0.3, 0.4], [-1.0, 0.3, 1.1], [0.0, 0.1, -1.0], [-0.5, 0.5, 0.5], [0.1, 0.0, -0.1], [0.8, -1.2, -0.1], [0.5, 0.3, -0.5], [-0.7, 0.3, 0.3], [-0.8, -0.6, -0.2], [-0.6, 1.3, 0.3], [0.3, -0.5, 0.0], [0.0, -0.3, -1.1], [0.6, -0.1, -0.3], [0.2, 0.0, 1.0], [0.8, 0.3, 0.0], [0.4, -0.5, -0.5], [0.3, 0.4, -0.5], [-1.1, 0.0, 1.2]]
}